Entry 1:
Entry from the OMol25 dataset: a molecular structure, C41H61CoGe2N4OP2S2 (the ωB97M-V functional and the def2-TZVPD basis).

total charge = +2
HOMO-LUMO gap (alpha / beta) = 7.08 / 7.38 eV
2S+1 = 3
energy relative to the best compared isomer or geometry (same formula, charge and spin) = 14.6 kcal per mole
E_LUMO (alpha / beta) = -5.5 / -5.5 eV
highest occupied orbital energy (alpha / beta) = -12.6 / -12.9 eV
E_tot = -242410.891 eV

Each line ends with the Mulliken charge.
Positions of all 114 atoms, in Å:
Co1 1.133 -0.530 -0.636  2.078
C1 -0.443 -2.310 2.209  -1.558
P1 0.891 -2.110 0.979  1.290
C2 2.311 -1.834 2.095  -0.573
N1 2.450 -2.594 3.149  -0.137
C3 3.536 -2.422 3.925  0.071
C4 3.740 -3.218 5.068  -0.617
C5 4.851 -3.018 5.840  -0.616
C6 5.795 -2.026 5.516  -0.631
C7 5.640 -1.249 4.402  -0.417
C8 4.510 -1.429 3.584  0.262
N2 4.326 -0.647 2.507  -0.217
C9 3.254 -0.827 1.787  -0.157
P2 2.951 0.317 0.404  1.517
C10 4.653 0.494 -0.230  -1.805
C11 2.564 1.916 1.319  1.795
C12 1.188 1.718 1.956  -2.267
C13 2.494 2.997 0.241  -1.958
C14 3.578 2.287 2.397  -1.840
C15 1.214 -3.860 0.379  1.664
C16 1.176 -4.907 1.488  -1.675
C17 2.601 -3.836 -0.264  -1.627
C18 0.146 -4.140 -0.681  -1.905
H1 -0.061 -2.921 3.027  0.585
H2 -1.306 -2.782 1.745  0.470
H3 -0.736 -1.329 2.582  0.103
H4 3.011 -3.975 5.310  0.479
H5 5.014 -3.628 6.716  0.425
H6 6.648 -1.883 6.160  0.429
H7 6.355 -0.493 4.124  0.490
H8 5.315 0.813 0.572  0.450
H9 4.679 1.205 -1.053  0.418
H10 4.984 -0.481 -0.586  0.437
H11 0.428 1.543 1.188  0.069
H12 0.915 2.599 2.531  0.803
H13 1.189 0.863 2.634  0.226
H14 1.845 2.677 -0.576  0.228
H15 3.482 3.204 -0.162  0.444
H16 2.096 3.920 0.656  0.450
H17 3.528 1.605 3.242  0.397
H18 3.352 3.288 2.763  0.524
H19 4.596 2.295 2.019  0.318
H20 1.795 -4.612 2.335  0.219
H21 1.567 -5.844 1.096  0.514
H22 0.164 -5.089 1.841  0.347
H23 3.373 -3.825 0.502  0.338
H24 2.715 -2.944 -0.888  0.102
H25 2.746 -4.720 -0.881  0.618
H26 -0.827 -4.295 -0.221  0.307
H27 0.399 -5.037 -1.242  0.595
H28 0.071 -3.298 -1.371  0.181
C19 -3.880 2.942 -4.563  -1.439
C20 -2.980 1.811 -4.243  0.931
C21 -2.829 0.697 -5.033  -1.504
C22 -1.957 -0.321 -4.606  1.015
N3 -1.297 -0.227 -3.457  0.722
C23 -1.427 0.852 -2.721  -1.643
S1 -0.587 1.075 -1.247  0.393
N4 -2.250 1.869 -3.110  0.856
C24 -1.771 -1.531 -5.440  -1.639
H29 -4.815 2.575 -4.979  0.464
H30 -3.421 3.578 -5.321  0.334
H31 -4.092 3.544 -3.682  0.246
H32 -3.376 0.602 -5.956  0.581
H33 -2.291 2.709 -2.532  -0.728
H34 -2.582 -1.642 -6.155  0.528
H35 -1.699 -2.424 -4.825  0.348
H36 -0.840 -1.432 -6.001  0.259
C25 3.616 -1.309 -3.316  -1.369
S2 1.918 -1.027 -2.706  0.688
C26 1.128 -2.324 -3.713  -1.054
O1 1.481 0.254 -3.266  -0.688
H37 3.616 -1.207 -4.394  0.560
H38 3.929 -2.299 -3.018  0.387
H39 4.268 -0.562 -2.881  0.274
H40 1.548 -3.283 -3.437  0.493
H41 1.304 -2.103 -4.757  0.593
H42 0.067 -2.289 -3.495  -0.184
C27 -1.334 5.179 1.236  -1.131
Ge1 -2.435 4.327 -0.182  1.275
C28 -1.546 4.814 -1.923  -1.391
C29 -4.319 4.952 -0.102  -1.333
Ge2 -2.560 1.721 0.079  -0.018
C30 -2.543 1.119 1.985  0.913
C31 -3.183 -0.062 2.349  -0.498
C32 -3.387 -0.363 3.685  -0.593
C33 -2.953 0.508 4.672  -0.625
C34 -2.324 1.693 4.319  -0.802
C35 -2.132 1.998 2.983  -0.155
C36 -3.625 0.309 -0.894  0.784
C37 -4.865 0.528 -1.477  -0.688
C38 -5.521 -0.501 -2.135  -0.723
C39 -4.936 -1.753 -2.224  -0.816
C40 -3.698 -1.978 -1.646  -0.885
C41 -3.051 -0.957 -0.979  -0.867
H43 -1.166 6.210 0.929  0.469
H44 -0.367 4.698 1.347  0.169
H45 -1.841 5.199 2.196  0.411
H46 -1.053 5.767 -1.745  0.528
H47 -2.256 4.974 -2.732  0.361
H48 -0.774 4.116 -2.242  0.462
H49 -4.346 6.023 -0.272  0.461
H50 -4.731 4.756 0.884  0.397
H51 -4.959 4.472 -0.838  0.395
H52 -3.537 -0.744 1.588  0.464
H53 -3.898 -1.275 3.955  0.470
H54 -3.104 0.267 5.712  0.429
H55 -1.990 2.378 5.085  0.470
H56 -1.669 2.935 2.711  -0.020
H57 -5.324 1.506 -1.409  0.485
H58 -6.490 -0.324 -2.579  0.461
H59 -5.443 -2.556 -2.736  0.452
H60 -3.236 -2.951 -1.718  0.572
H61 -2.082 -1.144 -0.527  1.055

=====

Entry 2:
Entry from the OMol25 dataset: 10 unconnected molecules or ions with the total composition C18H56N6O10 (the ωB97M-V functional and the def2-TZVPD basis).

total charge = 0
HOMO-LUMO gap = 7.24 eV
energy relative to the best compared isomer or geometry (same formula, charge and spin) = 261.9 kcal per mole
structure (SMILES) = NC(N)=O.NC(N)=O.NC(N)=O.CC(C)O.CC(C)O.CC(C)O.CC(C)O.CO.CO.CO
E_LUMO = -0.2 eV
highest occupied orbital energy = -7.4 eV
E_tot = -48981.372 eV

Each line ends with the Mulliken charge.
Positions of all 90 atoms, in Å:
N1 2.871 -0.072 2.027  0.722
C1 4.017 -0.521 2.344  0.661
N2 4.496 0.284 3.232  -0.508
O1 4.333 -1.814 2.216  -0.699
H1 2.454 -0.496 1.165  0.276
H2 2.703 0.950 1.995  -0.156
H3 5.360 -0.100 3.689  0.302
H4 4.844 1.255 2.981  0.260
N3 -3.782 0.570 -1.784  -0.219
C2 -3.632 -0.286 -0.845  0.631
N4 -4.555 -0.258 0.042  -0.256
O2 -2.727 -1.278 -0.719  -0.749
H5 -3.083 0.381 -2.590  -0.134
H6 -4.642 1.120 -2.127  0.289
H7 -4.787 -1.071 0.564  0.253
H8 -5.273 0.499 0.092  0.202
N5 -2.482 -3.299 1.747  -0.278
C3 -2.724 -2.774 2.964  0.587
N6 -3.738 -3.343 3.588  -0.399
O3 -1.905 -1.876 3.547  -0.606
H9 -1.939 -2.602 1.164  0.037
H10 -3.167 -3.921 1.230  0.268
H11 -3.935 -3.359 4.570  0.251
H12 -4.316 -3.970 3.125  0.122
C4 1.372 -3.125 1.826  -1.104
C5 1.460 -2.795 3.340  0.918
C6 2.450 -3.854 3.914  -1.458
O4 1.652 -1.626 3.723  -0.529
H13 2.285 -3.050 1.263  0.373
H14 0.555 -2.605 1.318  -0.333
H15 1.092 -4.167 1.756  0.575
H16 0.456 -3.169 3.620  0.319
H17 2.496 -3.907 5.041  0.309
H18 3.545 -3.753 3.556  0.215
H19 2.105 -4.796 3.577  0.462
H20 2.372 -1.384 3.100  -0.118
C7 4.654 0.878 -0.954  -1.510
C8 3.458 1.224 -1.858  0.185
C9 3.215 0.094 -2.882  -1.383
O5 2.386 1.595 -1.363  -0.631
H21 4.253 0.150 -0.246  0.228
H22 4.850 1.809 -0.527  0.417
H23 5.533 0.432 -1.337  0.450
H24 3.771 2.084 -2.487  0.548
H25 2.516 0.496 -3.587  0.385
H26 2.862 -0.756 -2.354  0.222
H27 4.222 -0.176 -3.257  0.438
H28 2.144 2.382 -1.797  0.516
C10 -1.615 -1.084 -4.234  -0.560
C11 -2.561 -0.152 -4.801  0.296
C12 -3.978 -0.670 -5.080  -1.655
O6 -2.693 0.989 -4.197  -0.618
H29 -1.852 -2.092 -4.623  0.378
H30 -1.726 -1.031 -3.165  -0.125
H31 -0.574 -0.849 -4.482  0.185
H32 -2.156 0.089 -5.834  0.441
H33 -3.835 -1.288 -6.015  0.418
H34 -4.666 0.096 -5.348  0.420
H35 -4.406 -1.232 -4.354  0.380
H36 -2.548 1.702 -4.859  0.401
C13 -0.579 2.353 -0.817  -1.036
C14 -1.834 3.173 -0.450  0.515
C15 -2.231 4.008 -1.626  -1.377
O7 -2.850 2.593 -0.082  -0.537
H37 -0.289 1.495 -0.184  -0.201
H38 0.366 2.843 -0.843  0.593
H39 -0.738 1.872 -1.752  0.319
H40 -1.450 3.761 0.375  0.362
H41 -2.740 3.478 -2.467  0.106
H42 -1.412 4.623 -2.029  0.383
H43 -3.009 4.716 -1.257  0.344
H44 -3.017 1.839 -0.655  0.383
C16 0.186 -1.021 -0.773  -0.490
O8 1.394 -0.550 -0.177  -0.741
H45 0.286 -2.009 -1.214  0.637
H46 -0.010 -0.506 -1.762  -0.070
H47 -0.599 -0.919 -0.020  0.228
H48 1.690 0.330 -0.612  -0.001
C17 -0.154 0.933 2.562  0.234
O9 -0.224 0.225 3.758  -0.491
H49 -1.088 1.043 2.014  0.589
H50 0.483 0.520 1.904  -0.663
H51 0.193 1.911 2.663  0.275
H52 -1.145 0.055 3.788  0.417
C18 1.736 4.043 1.718  -0.622
O10 2.310 2.852 1.359  -0.303
H53 1.475 3.905 2.729  0.374
H54 0.765 4.107 1.199  -0.012
H55 2.249 4.964 1.531  0.335
H56 2.731 2.883 0.524  0.140

=====

Entry 3:
Entry from the OMol25 dataset: a molecular structure, C20H25CrN2S6Si (the ωB97M-V functional and the def2-TZVPD basis).

total charge = -1
HOMO-LUMO gap (alpha / beta) = 6.05 / 6.41 eV
2S+1 = 5
energy relative to the best compared isomer or geometry (same formula, charge and spin) = 13.9 kcal per mole
E_LUMO (alpha / beta) = 2.4 / 2.4 eV
highest occupied orbital energy (alpha / beta) = -3.6 / -4.0 eV
E_tot = -125440.370 eV

Each line ends with the Mulliken charge.
Positions of all 55 atoms, in Å:
Cr1 1.175 -1.183 0.613  0.915
S1 6.333 0.451 5.567  -0.317
C1 5.170 0.104 4.455  0.113
S2 5.501 -0.087 2.749  -0.108
C2 3.882 -0.606 2.295  0.056
C3 2.938 -0.630 3.268  0.275
S3 1.308 -1.104 3.044  -0.527
S4 3.489 -0.134 4.868  -0.114
S5 3.604 -1.220 0.684  -0.764
C4 -3.587 2.620 0.905  -1.010
Si1 -4.153 0.807 0.859  0.245
C5 -5.284 0.584 -0.674  -1.124
C6 -5.249 0.558 2.406  -1.148
C7 -2.936 -0.637 0.885  0.445
C8 -3.436 -1.924 1.021  -0.061
C9 -2.585 -3.026 0.971  -1.243
C10 -1.240 -2.804 0.787  -0.416
N1 -0.713 -1.579 0.683  -0.062
C11 -1.545 -0.506 0.739  0.238
S6 -0.742 0.983 0.642  -0.575
H1 -4.449 3.283 0.905  0.324
H2 -2.963 2.877 0.058  0.288
H3 -3.012 2.821 1.802  0.323
H4 -6.090 1.311 -0.658  0.308
H5 -5.733 -0.404 -0.690  0.344
H6 -4.741 0.714 -1.605  0.341
H7 -6.043 1.297 2.448  0.317
H8 -4.657 0.652 3.310  0.334
H9 -5.712 -0.424 2.413  0.326
H10 -4.497 -2.078 1.157  0.273
H11 -2.967 -4.033 1.045  0.361
H12 -0.535 -3.628 0.726  0.512
C12 3.691 2.317 -0.326  -0.951
N2 3.207 1.142 -1.050  1.057
C13 4.146 0.723 -2.091  -0.919
C14 1.836 1.323 -1.577  -0.671
C15 1.294 0.062 -2.213  1.009
C16 0.929 0.122 -3.552  -0.575
C17 0.357 -0.970 -4.178  -0.614
C18 0.202 -2.144 -3.460  -0.710
C19 0.592 -2.195 -2.135  -0.553
C20 1.115 -1.098 -1.432  0.240
H13 4.594 2.060 0.223  0.347
H14 2.939 2.650 0.387  0.276
H15 3.900 3.127 -1.026  0.378
H16 3.170 0.290 -0.322  -0.496
H17 4.237 1.493 -2.860  0.367
H18 3.777 -0.197 -2.539  0.355
H19 5.121 0.530 -1.648  0.341
H20 1.843 2.144 -2.303  0.388
H21 1.192 1.587 -0.728  -0.444
H22 1.069 1.042 -4.108  0.320
H23 0.033 -0.905 -5.209  0.367
H24 -0.235 -3.017 -3.930  0.378
H25 0.457 -3.134 -1.603  0.241

=====

Entry 4:
Entry from the OMol25 dataset: 2 unconnected molecules or ions with the total composition C5H8BrClSi (the ωB97M-V functional and the def2-TZVPD basis).

total charge = 0
HOMO-LUMO gap = 6.55 eV
energy relative to the best compared isomer or geometry (same formula, charge and spin) = 57.1 kcal per mole
E_LUMO = -1.9 eV
highest occupied orbital energy = -8.5 eV
E_tot = -95754.048 eV

Each line ends with the Mulliken charge.
Positions of all 16 atoms, in Å:
C1 0.426 0.653 -2.775  -0.552
C2 -1.459 -0.831 2.205  -0.648
C3 -0.082 -0.284 -1.991  -0.157
C4 -1.520 -0.784 0.807  -0.122
C5 1.536 0.003 0.906  -0.484
Si1 -0.014 -0.234 -0.130  0.235
Cl1 0.035 3.171 0.450  -0.631
Br1 2.672 -1.662 0.715  -0.137
H1 0.427 0.652 -3.837  0.320
H2 1.036 1.554 -2.260  0.161
H3 -2.371 -0.744 2.792  0.239
H4 -0.572 -0.591 2.727  0.228
H5 -0.657 -0.965 -2.558  0.365
H6 -2.470 -0.871 0.435  0.436
H7 1.031 0.002 1.866  0.277
H8 1.981 0.930 0.646  0.470